1.
The following is a DFT calculation (ωB97M-V/def2-TZVPD) of a cluster of 12 separate species, C47H110BrN5O14P2S in total.

As for the LUMO energy: -0.020 Eh. The total energy comes out at -186094.229 eV. Its orbital gap is 7.7179 eV.

```
! RIJCOSX wB97M-V def2-TZVPD def2/J DEFGRID3
* xyz 0 1
C -4.89 4.05 -0.06
C -3.58 4.82 -0.42
C -2.81 4.16 -1.54
C -2.28 2.88 -1.29
C -2.42 2.17 0.04
N -1.50 2.78 1.01
C -0.12 2.39 0.80
C -1.62 2.25 -2.33
C -1.38 2.86 -3.56
C -1.88 4.14 -3.84
P -1.68 4.94 -5.51
O -0.38 4.26 -6.16
Br -0.88 6.99 -5.05
C -2.63 4.76 -2.80
P -3.47 6.37 -3.03
S -2.67 7.86 -2.04
C -0.56 1.85 -4.34
O 0.28 1.95 -5.16
N -0.92 0.54 -3.79
C -2.12 0.08 -4.53
C -3.21 -0.67 -3.73
N -4.14 -1.25 -4.73
N -2.65 -1.76 -2.97
N -4.04 0.16 -2.89
C -1.05 0.86 -2.40
O -0.70 0.17 -1.51
H -4.88 3.80 1.00
H -5.77 4.65 -0.26
H -4.93 3.14 -0.63
H -3.85 5.84 -0.65
H -2.93 4.88 0.44
H -3.42 2.19 0.43
H -2.14 1.13 -0.10
H -1.79 2.54 1.95
H 0.02 1.30 0.83
H 0.51 2.82 1.57
H 0.22 2.79 -0.15
H 0.32 4.13 -5.51
H -3.68 6.61 -4.39
H -4.74 6.14 -2.51
H -1.77 -0.60 -5.30
H -2.62 0.89 -5.07
H -4.59 -0.49 -5.23
H -3.61 -1.76 -5.43
H -2.85 -1.69 -1.99
H -1.67 -1.90 -3.16
H -3.64 0.35 -1.98
H -4.33 1.01 -3.35
C -8.58 0.01 -0.80
C -8.20 1.48 -0.75
C -9.15 2.33 -1.57
O -6.86 1.65 -1.22
H -8.54 -0.37 -1.83
H -7.89 -0.59 -0.21
H -9.59 -0.15 -0.42
H -8.20 1.82 0.28
H -9.13 2.03 -2.62
H -8.86 3.38 -1.53
H -10.18 2.24 -1.21
H -6.83 1.34 -2.13
C 4.18 -0.97 -2.76
C 3.34 -1.57 -1.64
C 2.62 -2.83 -2.10
O 2.40 -0.61 -1.17
H 3.54 -0.69 -3.60
H 4.69 -0.07 -2.42
H 4.93 -1.68 -3.11
H 3.99 -1.80 -0.79
H 1.94 -2.60 -2.92
H 2.03 -3.24 -1.28
H 3.33 -3.59 -2.43
H 1.81 -0.39 -1.90
C -0.31 0.71 5.19
C 0.54 1.68 4.39
C 1.75 2.14 5.19
O -0.25 2.80 3.98
H -0.69 1.19 6.10
H -1.17 0.38 4.61
H 0.27 -0.17 5.48
H 0.88 1.20 3.47
H 1.44 2.66 6.10
H 2.35 2.84 4.61
H 2.37 1.29 5.47
H -0.56 3.25 4.77
C 5.56 -3.92 1.11
C 5.50 -4.79 -0.14
C 6.51 -5.93 -0.07
O 5.74 -3.99 -1.31
H 6.55 -3.47 1.21
H 4.83 -3.11 1.05
H 5.35 -4.51 2.00
H 4.49 -5.20 -0.26
H 7.53 -5.54 -0.01
H 6.45 -6.54 -0.98
H 6.32 -6.57 0.79
H 6.62 -3.62 -1.23
C -8.33 7.93 -4.69
C -7.79 6.79 -3.85
C -8.81 6.31 -2.83
O -6.59 7.20 -3.19
H -8.58 8.79 -4.06
H -7.59 8.26 -5.41
H -9.23 7.63 -5.23
H -7.50 5.96 -4.50
H -9.07 7.12 -2.14
H -8.40 5.50 -2.23
H -9.72 5.96 -3.31
H -6.81 7.94 -2.60
C 4.90 -2.03 4.71
C 4.19 -1.75 6.03
C 4.13 -2.99 6.90
O 2.87 -1.26 5.78
H 4.36 -2.79 4.14
H 4.93 -1.13 4.10
H 5.92 -2.38 4.87
H 4.72 -0.96 6.56
H 3.57 -3.78 6.39
H 3.62 -2.78 7.84
H 5.13 -3.37 7.13
H 2.39 -1.95 5.30
C -2.83 10.95 0.00
C -3.82 11.68 -0.88
C -3.40 13.12 -1.12
O -5.12 11.65 -0.29
H -2.75 11.42 0.98
H -3.15 9.92 0.16
H -1.83 10.93 -0.45
H -3.91 11.17 -1.84
H -3.35 13.67 -0.17
H -4.12 13.64 -1.75
H -2.42 13.18 -1.60
H -5.07 12.10 0.56
C 3.37 -10.60 1.94
C 3.90 -9.17 1.99
C 3.08 -8.24 1.12
O 5.27 -9.15 1.58
H 3.41 -10.98 0.92
H 3.97 -11.25 2.57
H 2.33 -10.64 2.28
H 3.89 -8.82 3.02
H 3.11 -8.56 0.08
H 3.47 -7.22 1.17
H 2.03 -8.22 1.44
H 5.31 -9.46 0.67
C -0.69 -4.98 0.14
C -2.21 -5.00 0.16
C -2.78 -5.75 -1.03
O -2.72 -3.67 0.18
H -0.33 -4.48 -0.76
H -0.30 -4.44 1.00
H -0.28 -5.99 0.16
H -2.56 -5.47 1.09
H -2.47 -5.27 -1.96
H -3.87 -5.75 -1.00
H -2.43 -6.79 -1.05
H -2.42 -3.24 -0.63
C 8.27 -1.49 9.21
C 7.33 -0.68 8.34
C 7.79 0.76 8.21
O 6.00 -0.73 8.87
H 8.30 -1.08 10.22
H 7.93 -2.52 9.30
H 9.28 -1.50 8.81
H 7.27 -1.14 7.35
H 7.81 1.24 9.19
H 7.11 1.33 7.58
H 8.79 0.82 7.78
H 6.02 -0.33 9.75
C 5.92 -9.15 -4.79
C 6.28 -8.29 -3.59
C 6.81 -6.94 -4.02
O 7.24 -8.97 -2.77
H 6.80 -9.34 -5.40
H 5.53 -10.12 -4.47
H 5.16 -8.67 -5.41
H 5.40 -8.15 -2.96
H 7.72 -7.05 -4.61
H 7.07 -6.33 -3.14
H 6.08 -6.39 -4.61
H 8.03 -9.10 -3.30
*
```



2.
The following is a DFT calculation (ωB97M-V/def2-TZVPD) of a structure of composition C15H32N6NiO7.

As for the LUMO energy (spin up / spin down): -0.008 / -0.028 Eh. The total energy comes out at -80384.897 eV. Its expectation value of S² is 2.0146. Its orbital gap (spin up / spin down) is 5.6571 / 7.6146 eV.

```
! RIJCOSX wB97M-V def2-TZVPD def2/J DEFGRID3
* xyz 0 3
O -1.20 0.43 -5.18
H -1.58 0.29 -6.06
Ni -1.19 0.35 -0.61
N -1.04 1.89 0.48
N 0.18 1.15 -1.57
N -2.42 -0.55 0.47
N -1.26 -1.24 -1.56
O -1.73 2.14 1.55
O -3.09 0.01 1.48
O -0.59 -1.48 -2.69
O 0.76 0.67 -2.62
C 0.67 2.30 -1.02
C 0.02 2.69 0.18
C -2.56 -1.87 0.23
C -1.93 -2.27 -0.99
C 0.41 3.75 1.13
H 0.74 3.33 2.10
H -0.44 4.41 1.34
H 1.24 4.35 0.74
C 1.85 2.92 -1.68
H 1.65 3.09 -2.74
H 2.72 2.24 -1.60
H 2.11 3.87 -1.21
C -3.20 -2.81 1.19
C -1.95 -3.64 -1.55
H -3.76 -2.27 1.95
H -2.44 -3.43 1.71
H -3.87 -3.50 0.66
H -1.24 -3.73 -2.37
H -2.96 -3.90 -1.92
H -1.70 -4.38 -0.77
H -2.61 0.95 1.55
H -0.03 -0.60 -2.80
C -2.17 1.13 -4.41
H -1.63 1.87 -3.82
H -2.69 0.44 -3.74
H -2.91 1.65 -5.05
O -4.30 1.96 -1.22
H -4.69 1.25 -0.68
H -4.21 2.71 -0.60
C 0.24 -0.24 3.23
N 1.55 -0.49 2.67
C 2.62 0.39 3.05
C 3.89 -0.45 3.09
C 4.15 -1.07 1.74
N 2.94 -1.21 0.96
C 3.08 -1.86 -0.33
C 1.68 -1.26 1.53
O 0.74 -1.90 1.03
H -0.14 0.76 2.96
H 0.29 -0.29 4.33
H -0.47 -0.99 2.88
H 2.74 1.21 2.33
H 2.38 0.81 4.03
H 3.77 -1.25 3.83
H 4.73 0.18 3.39
H 4.63 -2.05 1.87
H 4.84 -0.45 1.16
H 3.98 -1.47 -0.83
H 3.17 -2.95 -0.26
H 2.22 -1.63 -0.95
*
```



Repeat the second record exactly.
The following is a DFT calculation (ωB97M-V/def2-TZVPD) of a structure of composition C15H32N6NiO7.

As for the LUMO energy (spin up / spin down): -0.008 / -0.028 Eh. The total energy comes out at -80384.897 eV. Its expectation value of S² is 2.0146. Its orbital gap (spin up / spin down) is 5.6571 / 7.6146 eV.

```
! RIJCOSX wB97M-V def2-TZVPD def2/J DEFGRID3
* xyz 0 3
O -1.20 0.43 -5.18
H -1.58 0.29 -6.06
Ni -1.19 0.35 -0.61
N -1.04 1.89 0.48
N 0.18 1.15 -1.57
N -2.42 -0.55 0.47
N -1.26 -1.24 -1.56
O -1.73 2.14 1.55
O -3.09 0.01 1.48
O -0.59 -1.48 -2.69
O 0.76 0.67 -2.62
C 0.67 2.30 -1.02
C 0.02 2.69 0.18
C -2.56 -1.87 0.23
C -1.93 -2.27 -0.99
C 0.41 3.75 1.13
H 0.74 3.33 2.10
H -0.44 4.41 1.34
H 1.24 4.35 0.74
C 1.85 2.92 -1.68
H 1.65 3.09 -2.74
H 2.72 2.24 -1.60
H 2.11 3.87 -1.21
C -3.20 -2.81 1.19
C -1.95 -3.64 -1.55
H -3.76 -2.27 1.95
H -2.44 -3.43 1.71
H -3.87 -3.50 0.66
H -1.24 -3.73 -2.37
H -2.96 -3.90 -1.92
H -1.70 -4.38 -0.77
H -2.61 0.95 1.55
H -0.03 -0.60 -2.80
C -2.17 1.13 -4.41
H -1.63 1.87 -3.82
H -2.69 0.44 -3.74
H -2.91 1.65 -5.05
O -4.30 1.96 -1.22
H -4.69 1.25 -0.68
H -4.21 2.71 -0.60
C 0.24 -0.24 3.23
N 1.55 -0.49 2.67
C 2.62 0.39 3.05
C 3.89 -0.45 3.09
C 4.15 -1.07 1.74
N 2.94 -1.21 0.96
C 3.08 -1.86 -0.33
C 1.68 -1.26 1.53
O 0.74 -1.90 1.03
H -0.14 0.76 2.96
H 0.29 -0.29 4.33
H -0.47 -0.99 2.88
H 2.74 1.21 2.33
H 2.38 0.81 4.03
H 3.77 -1.25 3.83
H 4.73 0.18 3.39
H 4.63 -2.05 1.87
H 4.84 -0.45 1.16
H 3.98 -1.47 -0.83
H 3.17 -2.95 -0.26
H 2.22 -1.63 -0.95
*
```